C8H20CoO4 as an isolated structure at a distorted geometry, computed with ωB97M-V/def2-TZVPD.

```
33
Properties=species:S:1:pos:R:3:lowdin_charge:R:1
Co 0.72 0.29 0.09 0.771
O 0.08 2.32 0.37 -0.346
O 2.70 0.42 0.79 -0.329
O 1.23 0.46 -1.93 -0.332
O -0.18 -1.45 0.56 -0.345
C 0.60 0.56 -3.13 -0.518
C -1.00 -2.45 0.13 -0.512
C -0.37 -3.40 -0.91 -0.121
C 3.00 0.41 2.12 -0.531
C -0.92 0.52 -3.00 -0.127
C 1.80 0.32 3.05 -0.139
C -2.06 1.39 0.95 -0.147
C -1.23 2.63 0.71 -0.504
H -2.10 0.68 0.12 0.046
H 0.98 -0.06 -3.96 0.070
H -3.09 1.62 1.29 0.049
H -1.15 -0.52 -2.70 0.051
H -1.12 -4.21 -1.01 0.044
H 2.14 0.31 4.09 0.045
H 0.84 1.57 -3.55 0.072
H -1.39 -3.09 0.94 0.075
H -1.52 0.57 -3.92 0.044
H -1.36 1.14 -2.22 0.051
H -1.72 3.16 -0.14 0.070
H 3.64 -0.46 2.39 0.069
H -1.92 -2.03 -0.32 0.078
H -1.65 0.81 1.79 0.059
H 3.66 1.24 2.45 0.072
H 1.18 1.22 2.96 0.055
H 0.47 -3.92 -0.44 0.055
H -0.12 -2.90 -1.84 0.054
H -1.29 3.38 1.52 0.071
H 1.18 -0.53 2.76 0.051
```

Results
Total charge = -2
<S²> = 3.755
Spin multiplicity = 4
Calculated total energy = -2000.4381 Ha
Lowest unoccupied orbital energy (spin up / spin down) = 6.17 / 6.17 eV
HOMO level (spin up / spin down) = -0.57 / -0.30 eV

=====

A 2-piece molecular cluster, C4H9N2O2 overall at a distorted geometry, computed with ωB97M-V/def2-TZVPD.

```
17
Properties=species:S:1:pos:R:3:lowdin_charge:R:1
O -1.46 -2.68 -1.56 -0.095
O 0.26 1.24 2.30 0.014
N -0.20 -0.44 -0.08 0.172
N -1.76 -1.77 -2.43 0.085
C -1.30 0.25 0.68 0.000
C 2.03 0.49 -0.45 0.053
C 0.65 0.51 0.01 -0.179
C -0.22 1.36 1.00 -0.225
H 1.92 -0.36 -1.18 0.131
H -2.17 0.75 0.19 0.151
H -0.42 -1.16 -0.82 0.133
H -1.24 -3.46 -2.09 0.117
H -0.53 2.37 0.75 0.158
H 2.38 1.41 -0.87 0.105
H -1.62 -0.40 1.47 0.125
H 1.15 1.52 2.57 0.133
H 2.53 0.38 0.52 0.122
```

Results
Total charge = +1
Calculated total energy = -417.3302 Ha
Lowest unoccupied orbital energy (spin up / spin down) = -4.46 / -4.30 eV
HOMO level (spin up / spin down) = -13.59 / -13.49 eV

=====

C21H31HgO4 as an isolated structure at a distorted geometry, computed with ωB97M-V/def2-TZVPD.

```
57
Properties=species:S:1:pos:R:3:lowdin_charge:R:1
Hg 2.23 -3.44 -1.08 0.903
O 2.74 -5.24 1.13 -0.088
O 1.02 -1.67 -3.16 -0.263
O 2.18 -3.35 2.24 -0.136
O -0.54 1.27 0.10 -0.087
C -2.17 -0.31 1.99 -0.130
C 1.59 -2.76 -3.90 -0.328
C -2.41 1.26 3.67 -0.155
C -1.53 3.48 -0.42 -0.017
C 1.47 -2.51 -5.42 -0.156
C -0.09 1.92 -1.92 -0.079
C 0.41 -1.38 -5.54 -0.151
C -2.49 1.33 -1.34 -0.022
C 1.46 0.89 4.03 -0.165
C 0.12 -0.99 -4.07 -0.193
C -1.65 -0.87 3.20 -0.158
C 1.70 2.10 2.07 -0.163
C 2.31 -4.07 1.14 -0.598
C -2.65 1.00 2.29 -0.160
C -1.24 2.08 -0.90 -0.554
C 1.02 -2.75 2.93 -0.028
C 0.67 2.07 4.12 -0.170
C 0.52 1.02 -0.85 -0.152
C -1.77 0.12 4.23 -0.134
C 2.10 0.90 2.74 -0.155
C 0.81 2.80 2.92 -0.166
H 1.05 -3.68 -3.62 0.074
H -3.04 1.94 -2.07 0.083
H -3.17 1.68 1.61 0.061
H 0.49 2.77 -2.24 0.109
H 0.25 0.09 -3.97 0.093
H -1.41 0.03 5.25 0.079
H -0.48 1.34 -2.75 0.065
H -2.09 3.53 0.54 0.089
H -2.67 2.19 4.20 0.080
H -2.14 3.96 -1.19 0.077
H -0.59 4.03 -0.34 0.082
H 0.34 3.76 2.70 0.070
H -0.49 -1.71 -6.07 0.104
H 0.18 -3.43 3.06 0.078
H 1.47 1.30 -0.40 0.086
H 0.08 2.36 4.99 0.078
H -3.12 1.12 -0.47 0.069
H -2.18 -0.82 1.03 0.081
H -2.25 0.39 -1.85 0.081
H 0.71 -1.86 2.36 0.072
H -0.92 -1.25 -3.81 0.123
H 1.56 0.15 4.82 0.067
H -1.23 -1.86 3.28 0.040
H 2.07 2.43 1.11 0.064
H 0.83 -0.54 -6.11 0.103
H 0.56 -0.01 -1.24 0.100
H 2.80 0.17 2.34 0.063
H 1.19 -3.42 -5.95 0.104
H 2.63 -2.90 -3.55 0.029
H 2.44 -2.19 -5.81 0.103
H 1.34 -2.47 3.95 0.098
```

Results
Total charge = -1
Calculated total energy = -1272.9072 Ha
Lowest unoccupied orbital energy (spin up / spin down) = 1.81 / 1.58 eV
HOMO level (spin up / spin down) = -2.69 / -3.34 eV

=====

A 2-piece molecular cluster, H3N2O2 overall at a distorted geometry, computed with ωB97M-V/def2-TZVPD.

```
7
Properties=species:S:1:pos:R:3:lowdin_charge:R:1
O 1.37 0.04 0.51 -0.454
O -1.68 -0.48 0.39 -0.145
N 1.91 -0.75 -0.32 -0.102
N 0.42 1.00 0.12 -0.173
H -1.35 -1.03 -0.23 -0.077
H -0.91 0.18 0.47 -0.059
H 0.24 1.04 -0.94 0.009
```

Results
Total charge = -1
Calculated total energy = -261.6138 Ha
Lowest unoccupied orbital energy (spin up / spin down) = 5.10 / 5.07 eV
HOMO level (spin up / spin down) = -2.77 / -2.78 eV

=====

C7H14N3O as an isolated structure at a distorted geometry, computed with ωB97M-V/def2-TZVPD.

```
25
Properties=species:S:1:pos:R:3:lowdin_charge:R:1
O 1.97 -1.40 -2.06 0.083
N 0.48 0.69 -3.29 0.208
N -0.19 2.33 -1.84 0.177
N 1.46 -1.22 -0.99 0.027
C 1.00 -0.54 1.88 -0.206
C -0.83 -0.72 -0.34 -0.131
C 1.15 0.44 0.74 -0.118
C 0.58 -0.22 -0.61 -0.276
C -0.43 -0.81 2.15 -0.216
C -0.95 -1.59 0.94 -0.188
C 0.23 1.04 -2.10 -0.177
H -1.39 0.33 -0.22 0.163
H 1.48 -1.55 1.60 0.150
H -0.70 -1.62 2.92 0.153
H -2.01 -1.65 1.01 0.102
H -0.62 2.66 -0.98 0.123
H 0.20 1.28 -4.10 0.175
H -0.25 3.01 -2.54 0.096
H 0.87 -0.21 -3.42 0.100
H -0.55 -2.63 0.96 0.136
H 0.76 1.47 0.95 0.129
H 1.46 -0.11 2.80 0.137
H -1.10 -0.05 2.25 0.088
H 2.23 0.74 0.50 0.144
H -1.25 -1.15 -1.26 0.121
```

Results
Total charge = +1
Calculated total energy = -514.2458 Ha
Lowest unoccupied orbital energy = -4.30 eV
HOMO level = -13.22 eV

=====

A 2-piece molecular cluster, CN3O2S overall at a distorted geometry, computed with ωB97M-V/def2-TZVPD.

```
7
Properties=species:S:1:pos:R:3:lowdin_charge:R:1
S 1.38 -1.06 0.53 0.565
O -2.27 -1.64 0.07 -0.115
O -0.48 1.22 -0.39 -0.055
N -0.81 0.08 -0.21 -0.209
N 2.17 1.51 0.00 0.016
N -1.85 -0.52 -0.23 -0.126
C 1.86 0.41 0.24 -1.076
```

Results
Total charge = -1
Calculated total energy = -750.9238 Ha
Lowest unoccupied orbital energy = 2.80 eV
HOMO level = -4.28 eV

=====

C25H37O6PtS as an isolated structure, computed with ωB97M-V/def2-TZVPD.

```
70
Properties=species:S:1:pos:R:3:lowdin_charge:R:1
Pt 0.33 0.23 0.55 1.149
S 2.31 -1.11 -2.06 0.557
O 2.42 -0.39 -0.81 -0.356
O 0.84 0.53 3.08 -0.210
O 2.65 1.82 1.39 -0.223
O 0.78 -1.39 -2.25 -0.270
O 1.06 -1.78 1.59 -0.303
O 3.07 -2.30 -2.23 -0.250
C -4.58 0.58 -1.83 -0.051
C -0.72 4.14 1.50 -0.046
C -0.15 -2.32 -4.96 -0.051
C 1.25 -0.66 3.72 -0.180
C -1.12 2.82 1.39 -0.251
C 2.64 0.02 -3.35 -0.103
C 3.86 1.90 0.66 -0.096
C 2.30 -2.48 1.44 -0.051
C -0.66 2.03 0.21 -0.220
C -4.84 -0.77 -1.67 -0.043
C -1.25 0.81 -0.19 -0.237
C -1.93 4.36 3.57 -0.075
C -1.92 2.26 2.39 -0.048
C -0.79 -2.63 -3.61 -0.414
C -3.94 -1.61 -1.01 -0.059
C -2.48 0.28 -0.68 -0.235
C -1.12 4.92 2.59 -0.072
C -2.33 3.03 3.47 -0.067
C 0.60 -1.77 2.94 -0.173
C -3.40 1.11 -1.33 0.004
C 2.88 1.82 2.78 -0.200
C -2.76 -1.09 -0.53 -0.028
C 0.25 -2.73 -2.51 -0.156
C 1.54 1.70 3.47 -0.151
C -1.57 -3.94 -3.65 -0.060
H -3.18 2.17 -1.43 0.128
H 1.66 1.73 4.56 0.141
H -0.48 -1.59 2.89 0.131
H -0.90 -4.79 -3.80 0.091
H 4.50 1.03 0.85 0.096
H 3.11 -1.97 1.96 0.100
H -5.29 1.22 -2.34 0.114
H 1.88 0.81 -3.32 0.083
H -2.24 4.96 4.42 0.107
H 3.56 1.00 3.05 0.127
H -0.92 -2.22 -5.73 0.087
H -2.12 -4.11 -2.72 0.074
H -5.77 -1.18 -2.05 0.115
H -2.29 -3.94 -4.47 0.086
H 3.63 0.43 -3.17 0.083
H 3.36 2.75 3.10 0.139
H -1.47 -1.82 -3.34 0.133
H 2.19 -3.49 1.84 0.104
H -0.11 2.60 -0.53 0.113
H 4.42 2.81 0.91 0.097
H 0.91 2.54 3.18 0.119
H 0.90 -0.68 4.76 0.144
H -0.09 4.57 0.73 0.116
H 2.61 -0.51 -4.30 0.076
H -0.18 -3.07 -1.57 0.128
H -4.17 -2.66 -0.89 0.112
H -2.03 -1.70 -0.01 0.109
H 0.52 -3.12 -5.26 0.095
H 0.41 -1.39 -4.93 0.066
H -2.22 1.22 2.33 0.113
H 2.55 -2.53 0.39 0.065
H 2.34 -0.76 3.72 0.123
H -2.95 2.59 4.23 0.108
H 3.60 1.92 -0.40 0.078
H 1.08 -3.39 -2.79 0.127
H 0.78 -2.75 3.40 0.135
H -0.80 5.95 2.66 0.108
```

Results
Total charge = +1
Calculated total energy = -1943.4327 Ha
Lowest unoccupied orbital energy = -3.69 eV
HOMO level = -10.95 eV

=====

Taking the records one at a time from the top gives energy above the lowest of the compared OMol25 structures with the same formula, charge and spin values of 0.0, 157.6, 19.9, 11.9, 102.9, 36.2, 18.6 kcal per mole.